1.
C3H8NO | ωB97M-V/def2-TZVPD

Calculated values
E_HOMO (spin up / spin down), eV: -5.372 / -8.706
Total charge: 0
<S²>: 0.764
2S+1: 2
E_LUMO (spin up / spin down), eV: 0.6 / 0.6
Orbital gap (spin up / spin down), eV: 5.98 / 9.30

Element x y z (Å)
1 C 1.142 -0.637 0.424
2 C 0.436 -1.046 1.545
3 C 0.859 0.326 -1.758
4 N 0.617 0.349 -0.478
5 H 2.086 -1.023 0.098
6 H -0.542 -0.635 1.860
7 H 0.660 -2.022 1.961
8 H 0.387 0.881 -2.453
9 H 1.641 -0.414 -2.062
10 H -0.062 1.138 -0.114
11 H -2.537 1.377 1.040
12 H -2.618 0.541 -0.274
13 O -2.070 1.165 0.211

2.
C16H31CdF3P2 | ωB97M-V/def2-TZVPD

Calculated values
E_HOMO (spin up / spin down), eV: -6.722 / -6.723
Total charge: 0
E_LUMO (spin up / spin down), eV: -1.4 / -1.4
Orbital gap (spin up / spin down), eV: 5.31 / 5.31

Element x y z (Å)
1 P 0.359 -1.392 -1.078
2 P 0.598 1.735 -0.478
3 C 0.759 -0.201 -2.482
4 C 1.515 1.002 -1.932
5 H -0.177 0.088 -2.995
6 H 1.381 -0.774 -3.180
7 H 2.521 0.739 -1.580
8 H 1.579 1.779 -2.702
9 C -0.222 3.076 -1.479
10 H -0.555 3.882 -0.811
11 H -1.088 2.720 -2.059
12 H 0.524 3.487 -2.170
13 C 1.795 2.828 0.391
14 H 1.554 3.888 0.235
15 H 2.836 2.621 0.046
16 H 1.659 2.618 1.483
17 C -0.612 -2.499 -2.199
18 H -0.819 -3.454 -1.699
19 H -0.090 -2.689 -3.140
20 H -1.574 -2.004 -2.401
21 C 1.899 -2.335 -0.985
22 H 2.754 -1.647 -0.989
23 H 1.951 -2.989 -1.866
24 H 1.911 -2.939 -0.072
25 Cd 3.118 0.863 1.450
26 C -1.782 0.782 -0.245
27 C -2.316 0.142 -1.320
28 C -3.585 -0.599 -1.137
29 C -3.449 -1.643 0.010
30 C -2.257 -2.475 0.091
31 C -0.968 -2.091 0.511
32 C -0.749 -0.963 1.529
33 C -1.550 0.294 1.223
34 C 3.216 -0.415 3.138
35 H -2.064 1.867 -0.206
36 H -2.032 0.439 -2.330
37 H -3.913 -1.134 -2.042
38 H -4.389 0.145 -0.915
39 H -3.672 -1.114 0.929
40 H -4.273 -2.328 -0.191
41 H -2.439 -3.517 -0.217
42 H -0.238 -2.902 0.693
43 H 0.347 -0.831 1.617
44 H -0.984 -1.348 2.539
45 H -2.528 0.170 1.710
46 H -1.067 1.138 1.736
47 H 4.233 -0.565 3.490
48 H 2.760 -1.331 2.728
49 H 2.595 -0.029 3.972
50 F 0.807 1.794 3.683
51 C 2.112 2.298 3.547
52 F 1.925 3.653 3.383
53 F 2.683 2.161 4.766

3.
C29H53FNO11S5 | ωB97M-V/def2-TZVPD

Calculated values
E_HOMO, eV: -10.853
Total charge: +1
E_LUMO, eV: -2.3
Orbital gap, eV: 8.50

Element x y z (Å)
1 C 1.396 -3.383 1.258
2 C 0.670 -2.500 0.149
3 O 1.276 -1.489 -0.171
4 N -0.507 -2.980 -0.600
5 H -0.278 -3.284 -1.567
6 H -0.859 -3.676 0.105
7 C -1.436 -1.853 -0.804
8 H 1.712 -4.355 1.154
9 H 0.888 -3.404 2.254
10 H 2.133 -2.932 1.791
11 H -1.964 -1.324 -0.033
12 H -2.320 -2.165 -1.506
13 H -0.982 -1.154 -1.524
14 F -0.530 2.846 -6.781
15 C -0.991 2.475 -5.529
16 C -2.190 3.058 -5.071
17 C -2.609 2.793 -3.678
18 C -1.866 1.969 -2.856
19 C -0.681 1.361 -3.303
20 C -0.290 1.582 -4.629
21 H -2.700 3.756 -5.840
22 H -3.512 3.093 -3.202
23 H -2.152 2.010 -1.776
24 H -0.385 0.788 -2.468
25 H 0.547 1.043 -4.995
26 C -3.111 -1.133 5.031
27 C -1.980 -0.698 6.003
28 C -0.856 -0.591 5.230
29 S -1.000 -1.878 4.020
30 O -0.143 -2.886 4.458
31 O -0.753 -1.417 2.611
32 C -2.667 -2.227 4.227
33 H -3.230 -0.292 4.317
34 H -4.227 -1.338 5.457
35 H -1.821 -1.442 6.889
36 H -2.001 0.186 6.617
37 H -0.200 -0.876 5.972
38 H -0.808 0.362 4.761
39 H -2.703 -3.023 4.744
40 H -3.148 -2.286 3.353
41 C 4.272 0.722 0.711
42 C 5.602 1.119 1.174
43 C 6.592 0.140 0.786
44 S 5.822 -1.252 0.196
45 O 5.200 -2.099 1.227
46 O 6.468 -1.994 -0.833
47 C 4.456 -0.321 -0.435
48 H 3.474 1.346 0.439
49 H 3.908 -0.101 1.347
50 H 5.600 0.778 2.329
51 H 5.788 2.087 0.834
52 H 7.268 -0.078 1.492
53 H 6.963 0.513 -0.087
54 H 3.646 -0.972 -0.927
55 H 4.908 0.355 -1.346
56 C -1.127 4.014 2.359
57 C -0.159 4.552 1.314
58 C -0.237 3.740 0.212
59 S -0.126 2.149 1.005
60 O 1.233 1.660 0.988
61 O -1.131 1.315 0.330
62 C -0.561 2.613 2.604
63 H -2.140 3.914 2.092
64 H -0.893 4.626 3.282
65 H 0.959 4.450 1.510
66 H -0.433 5.557 0.987
67 H 0.751 3.912 -0.514
68 H -1.036 3.919 -0.401
69 H 0.164 2.402 3.416
70 H -1.404 1.865 3.082
71 C -5.569 0.247 2.040
72 C -6.543 0.705 0.992
73 C -6.560 -0.112 -0.083
74 S -4.782 -0.089 -0.421
75 O -4.398 1.033 -1.173
76 O -4.471 -1.465 -0.907
77 C -4.293 0.048 1.285
78 H -6.019 -0.619 2.586
79 H -5.280 0.930 3.031
80 H -6.401 1.877 1.093
81 H -7.599 0.776 1.557
82 H -6.807 0.303 -0.987
83 H -6.865 -1.103 0.176
84 H -3.562 0.900 1.320
85 H -3.896 -0.759 1.529
86 C 4.985 -1.794 -4.091
87 C 4.125 -1.219 -5.262
88 C 3.017 -0.779 -4.829
89 S 2.433 -2.266 -4.100
90 O 2.160 -3.120 -5.193
91 O 1.355 -2.048 -3.201
92 C 4.008 -2.778 -3.309
93 H 5.459 -1.092 -3.512
94 H 5.935 -2.314 -4.442
95 H 4.224 -1.930 -6.130
96 H 4.541 -0.406 -5.802
97 H 2.249 -0.544 -5.494
98 H 3.083 0.065 -4.068
99 H 4.082 -3.719 -3.500
100 H 3.833 -2.429 -2.298

4.
C12H17N9P2Pt | ωB97M-V/def2-TZVPD

Calculated values
E_HOMO (spin up / spin down), eV: -7.779 / -7.891
Total charge: 0
<S²>: 2.008
2S+1: 3
E_LUMO (spin up / spin down), eV: 0.0 / -1.8
Orbital gap (spin up / spin down), eV: 7.82 / 6.08

Element x y z (Å)
1 Pt -1.276 -0.485 -1.080
2 N -0.735 -4.011 -1.366
3 C 0.376 -3.228 -1.309
4 N 1.612 -3.650 -1.069
5 N 2.357 -2.555 -1.085
6 N 1.644 -1.513 -1.328
7 N 0.387 -1.886 -1.500
8 C -2.003 -3.518 -1.343
9 N -3.110 -4.249 -1.315
10 N -4.099 -3.379 -1.238
11 N -3.656 -2.173 -1.218
12 N -2.333 -2.199 -1.288
13 H -0.617 -5.012 -1.304
14 C -0.117 -1.538 2.549
15 P -0.587 -0.287 1.291
16 C -1.803 0.727 2.218
17 C 0.846 0.831 1.165
18 C 1.876 0.815 2.099
19 C 2.945 1.684 1.982
20 C 2.995 2.587 0.935
21 C 1.983 2.595 -0.009
22 C 0.917 1.708 0.076
23 P -0.341 1.608 -1.249
24 C -1.233 3.193 -0.985
25 C 0.619 1.898 -2.774
26 H 0.780 -2.065 2.223
27 H -0.935 -2.255 2.630
28 H 0.045 -1.075 3.522
29 H -1.357 1.130 3.124
30 H -2.653 0.093 2.467
31 H -2.150 1.544 1.589
32 H 1.856 0.115 2.921
33 H 3.744 1.653 2.707
34 H 3.827 3.270 0.839
35 H 2.044 3.284 -0.836
36 H -0.553 4.041 -1.072
37 H -1.678 3.197 0.009
38 H -2.030 3.288 -1.719
39 H 1.222 2.804 -2.726
40 H -0.079 1.979 -3.609
41 H 1.266 1.032 -2.923

5.
C7H6O2 | ωB97M-V/def2-TZVPD

Calculated values
E_HOMO (spin up / spin down), eV: -8.231 / -8.574
Total charge: 0
E_LUMO (spin up / spin down), eV: -0.5 / -0.6
Orbital gap (spin up / spin down), eV: 7.75 / 7.96

Element x y z (Å)
1 C 0.517 0.867 -0.033
2 C -0.222 0.378 1.018
3 C -0.368 -1.304 -0.999
4 C -0.028 -1.037 1.287
5 C 1.330 1.736 -0.607
6 C -0.899 1.197 1.855
7 C -0.521 -1.752 -2.208
8 O 0.252 -1.497 2.334
9 O -0.226 -1.863 0.213
10 H 1.396 1.961 -1.684
11 H 2.148 2.209 0.083
12 H -1.386 0.736 2.674
13 H -0.730 2.271 1.650
14 H -0.775 -2.754 -2.410
15 H -0.489 -1.148 -3.173

6.
C5H8FN3O2S | ωB97M-V/def2-TZVPD

Calculated values
E_HOMO, eV: -8.855
Total charge: 0
SMILES: Cc1nn(C)c(N)c1S(=O)(=O)F
E_LUMO, eV: 0.5
Orbital gap, eV: 9.38

Element x y z (Å)
1 C -0.717 2.314 1.156
2 C -0.464 0.943 0.696
3 N -1.153 -0.071 1.148
4 N -0.676 -1.186 0.494
5 C -1.187 -2.496 0.796
6 C 0.196 -0.840 -0.474
7 N 0.806 -1.512 -1.419
8 C 0.425 0.569 -0.299
9 S 1.596 1.418 -1.129
10 O 1.941 2.713 -0.640
11 O 2.609 0.483 -1.442
12 F 0.844 1.557 -2.632
13 H -0.836 3.106 0.431
14 H -1.644 2.342 1.713
15 H 0.014 2.628 1.947
16 H -1.922 -2.827 0.012
17 H -0.416 -3.235 1.080
18 H -1.878 -2.394 1.705
19 H 1.684 -1.068 -1.691
20 H 0.778 -2.443 -1.455

7.
H30O15 | ωB97M-V/def2-TZVPD

Calculated values
E_HOMO, eV: -9.464
Total charge: 0
E_LUMO, eV: -0.9
Orbital gap, eV: 8.53

Element x y z (Å)
1 O -20.986 -5.027 -6.850
2 H -21.496 -4.236 -6.672
3 H -21.615 -5.672 -7.159
4 O -17.889 -6.999 -9.301
5 H -17.550 -6.235 -8.868
6 H -18.527 -7.424 -8.738
7 O -19.815 -5.113 -9.397
8 H -19.239 -5.883 -9.329
9 H -20.166 -5.018 -8.487
10 O -21.582 -3.833 -10.708
11 H -20.939 -4.336 -10.131
12 H -21.525 -4.209 -11.593
13 O -22.351 -7.350 -7.397
14 H -22.937 -7.976 -7.875
15 H -22.428 -7.630 -6.486
16 O -19.332 -7.014 -11.730
17 H -18.560 -7.140 -11.212
18 H -20.009 -7.090 -11.031
19 O -23.144 -5.817 -10.109
20 H -22.493 -5.135 -10.305
21 H -23.818 -5.752 -10.758
22 O -21.453 -9.847 -11.643
23 H -22.206 -10.366 -11.409
24 H -20.897 -10.446 -12.116
25 O -19.762 -8.199 -7.381
26 H -19.855 -9.109 -7.136
27 H -20.695 -7.932 -7.437
28 O -22.077 -9.207 -14.154
29 H -21.976 -9.490 -13.220
30 H -21.242 -9.355 -14.670
31 O -21.080 -7.887 -9.857
32 H -21.495 -8.551 -10.432
33 H -21.700 -7.186 -9.709
34 O -18.583 -9.513 -12.681
35 H -19.349 -9.331 -12.111
36 H -18.338 -10.402 -12.462
37 O -18.845 -9.786 -9.769
38 H -19.631 -9.269 -9.663
39 H -19.209 -10.657 -9.781
40 O -24.070 -8.286 -11.313
41 H -24.341 -8.819 -10.520
42 H -24.548 -8.670 -12.047
43 O -22.330 -6.894 -12.663
44 H -22.204 -7.592 -13.298
45 H -22.952 -7.305 -12.027

8.
C4H15N2O | ωB97M-V/def2-TZVPD

Calculated values
E_HOMO, eV: -13.660
Total charge: +1
E_LUMO, eV: -2.7
Orbital gap, eV: 10.99

Element x y z (Å)
1 N 1.690 -0.768 0.615
2 C 1.722 0.106 -0.557
3 C 0.302 0.528 -0.864
4 N -0.431 0.871 0.408
5 C -0.645 2.389 0.674
6 C -1.717 0.112 0.616
7 H 1.078 -1.567 0.501
8 H 2.616 -1.049 0.903
9 H 0.185 0.593 1.184
10 H 2.136 1.059 -0.143
11 H 2.290 -0.107 -1.463
12 H 0.215 1.431 -1.454
13 H -0.322 -0.304 -1.253
14 H -1.404 2.347 1.448
15 H 0.285 2.826 0.989
16 H -1.030 2.793 -0.270
17 H -2.265 0.419 1.483
18 H -2.233 0.205 -0.349
19 H -1.460 -0.941 0.690
20 H -1.151 -3.054 -0.162
21 H -1.133 -2.958 -1.624
22 O -0.618 -2.683 -0.866

Question: Look up the total charge of the first one.
Answer: 0